Here is C20H22N2O2S in the gas phase at a distorted geometry from the OMol25 dataset. Energies are from the ωB97M-V functional and the def2-TZVPD basis.

Output
- Energy above the lowest of the compared OMol25 structures with the same formula, charge and spin: 411.35 kcal per mole
- HOMO-LUMO gap: 8.5 eV
- Molecular weight: 354.47 g/mol
- E_tot: -38991.4653 eV
- HOMO energy: -8.989 eV
- Net charge: 0
- SMILES: CC(C)CCNC(=O)c1ccc2c(c1)N(C)C(=O)c1ccccc1S2

Last column: natural (NBO) charge in e.
Element x y z (Å)
C: 5.076 0.306 -0.896  -0.651
H: 6.169 0.373 -0.541  0.214
H: 4.681 1.355 -0.914  0.250
H: 5.196 0.060 -2.068  0.196
C: 4.248 -0.982 -0.461  -0.202
C: 4.773 -2.256 -0.583  -0.594
H: 4.167 -3.098 -0.005  0.231
H: 4.819 -2.313 -1.831  0.190
H: 5.799 -2.199 -0.364  0.211
C: 4.203 -0.669 1.204  -0.433
H: 3.576 -1.275 1.670  0.192
H: 5.074 -0.526 1.513  0.204
C: 3.496 0.487 1.546  -0.194
N: 2.141 0.845 1.200  -0.641
C: 1.732 1.639 0.099  0.650
O: 2.410 2.490 -0.074  -0.528
C: 0.360 1.363 -0.182  -0.070
C: -0.331 0.238 -0.307  -0.276
C: -1.498 0.305 -0.918  0.187
C: -2.318 1.422 -1.036  -0.098
C: -1.716 2.603 -1.106  -0.267
C: -0.483 2.780 -0.419  -0.133
H: 0.133 3.749 -0.429  0.246
H: -2.282 3.549 -1.104  0.238
S: -3.971 1.483 -1.983  0.199
C: -4.537 0.646 -0.240  -0.075
C: -5.533 1.176 0.492  -0.208
C: -6.011 1.021 1.648  -0.218
C: -5.710 -0.415 2.252  -0.179
C: -4.692 -1.159 1.476  -0.170
C: -4.190 -0.515 0.163  -0.129
C: -3.369 -1.569 -0.709  0.680
O: -3.629 -2.666 -0.718  -0.588
N: -2.182 -1.199 -1.111  -0.406
C: -1.363 -2.101 -1.788  -0.374
H: -1.946 -2.487 -2.326  0.197
H: -0.732 -2.649 -1.269  0.183
H: -0.656 -1.489 -2.196  0.190
H: -4.437 -2.058 1.748  0.201
H: -6.137 -0.646 3.161  0.198
H: -6.688 1.358 2.402  0.235
H: -6.002 2.392 0.356  0.201
H: 0.148 -0.663 -0.148  0.230
H: 1.413 -0.074 1.515  0.330
H: 3.898 1.603 1.203  0.212
H: 3.617 0.653 2.740  0.184
H: 3.283 -0.886 -0.661  0.186